[1]
Molecular formula: C49H41IN10OSeTi
Method: DFT, the ωB97M-V functional and the def2-TZVPD basis

## Properties
**HOMO energy**: -5.91 eV
**Largest force on an atom**: 1.98 eV/A
**Total charge**: 0

Last column: Löwdin charge in e.
Positions of all 104 atoms, in Å:
Ti (-0.33659, -0.19655, 0.09264)  0.906
C (3.92164, -2.02635, 5.33357)  -0.068
C (3.13377, -0.94590, 5.71468)  -0.076
C (2.36710, -0.25644, 4.78463)  -0.057
C (2.41740, -0.66406, 3.46069)  -0.107
C (1.78802, -0.15025, 2.22655)  -0.352
N (0.65008, 0.41807, 1.94514)  -0.427
C (2.52044, -0.20113, -0.13476)  -0.222
C (3.59769, 0.02410, -1.00779)  -0.093
C (4.98610, -0.19320, -0.92291)  -0.026
C (5.76138, 0.14027, -2.00124)  -0.096
C (5.19922, 0.69508, -3.17628)  -0.095
C (3.85066, 0.91386, -3.28678)  -0.026
C (3.03006, 0.58270, -2.19580)  -0.104
C (1.63105, 0.62041, -2.00582)  -0.267
N (0.68203, 0.89635, -2.94055)  0.220
C (-0.47956, 0.35076, -2.80042)  -0.253
N (-0.76994, -0.48367, -1.72655)  -0.019
C (-1.54354, -1.51777, -2.18490)  -0.302
N (-1.48696, -2.71430, -1.70505)  0.186
C (-0.47300, -3.09115, -0.86301)  -0.335
N (0.38251, -2.33950, -0.10185)  0.072
C (1.38847, -3.20996, 0.32421)  -0.250
N (2.40165, -3.01729, 1.19782)  0.213
C (2.93261, -1.96070, 1.65932)  -0.180
N (2.55618, -0.60969, 1.19520)  0.091
C (3.21376, -1.76611, 3.07958)  -0.090
C (3.95098, -2.46207, 4.01508)  -0.006
C (1.12526, -4.52740, -0.14897)  -0.122
C (1.82996, -5.73608, -0.06436)  -0.025
C (1.32978, -6.82543, -0.73695)  -0.097
C (0.14868, -6.74259, -1.50558)  -0.100
C (-0.55043, -5.56298, -1.60087)  -0.042
C (-0.06173, -4.45503, -0.89688)  -0.151
C (-2.11248, -1.12004, -3.47676)  -0.095
C (-3.03576, -1.72535, -4.31198)  -0.022
C (-3.37351, -1.07501, -5.49080)  -0.082
C (-2.75004, 0.11895, -5.85029)  -0.079
C (-1.76186, 0.68409, -5.05641)  -0.008
C (-1.46198, 0.07208, -3.85127)  -0.083
N (1.37046, 0.15688, -0.73871)  -0.018
H (4.52390, -2.53540, 6.07469)  0.106
H (3.11091, -0.63544, 6.75076)  0.104
H (1.76190, 0.58263, 5.09246)  0.056
H (5.41985, -0.62871, -0.03086)  0.107
H (6.83110, -0.02243, -1.96190)  0.097
H (5.85306, 0.93413, -4.00526)  0.096
H (3.41441, 1.33309, -4.18435)  0.110
H (4.54997, -3.31275, 3.71978)  0.119
H (2.75027, -5.80445, 0.50162)  0.106
H (1.85929, -7.76956, -0.70063)  0.095
H (-0.19064, -7.61708, -2.04699)  0.093
H (-1.43838, -5.47022, -2.21475)  0.104
H (-3.46243, -2.68134, -4.03971)  0.109
H (-4.12514, -1.50069, -6.14332)  0.101
H (-3.04267, 0.60672, -6.77119)  0.102
H (-1.23982, 1.57826, -5.37049)  0.117
C (-4.71592, -0.30001, -0.90697)  -0.024
N (-4.56917, -1.72226, -0.67833)  -0.089
C (-5.34722, -2.69004, -1.27197)  -0.036
C (-4.95644, -3.87920, -0.76839)  -0.029
N (-3.94924, -3.62778, 0.13197)  -0.107
C (-3.24013, -4.62813, 0.90874)  -0.012
C (-3.68971, -2.31039, 0.15713)  -0.632
Se (-2.48710, -1.48347, 1.30974)  0.759
H (-5.68768, 0.03318, -0.54448)  0.090
H (-4.63895, -0.07673, -1.96933)  0.112
H (-3.93081, 0.22694, -0.37254)  0.037
H (-6.11393, -2.45161, -1.98688)  0.129
H (-5.32048, -4.87369, -0.95377)  0.126
H (-3.69499, -5.59619, 0.71592)  0.097
H (-3.30602, -4.38903, 1.96815)  0.086
H (-2.19271, -4.65743, 0.61291)  0.079
I (-0.66720, 0.82975, 3.43483)  1.103
C (-4.84860, 2.29374, 0.17000)  -0.073
C (-3.80033, 1.96300, 1.24133)  -0.399
C (-4.48336, 1.91154, 2.61112)  -0.060
C (-2.66822, 2.96720, 1.16708)  -0.161
C (-2.91970, 4.26215, 1.59412)  -0.043
C (-1.96000, 5.25297, 1.53133)  -0.066
C (-0.71916, 4.93332, 1.01772)  -0.037
C (-0.41744, 3.65240, 0.57337)  -0.127
C (0.97097, 3.41663, 0.03275)  -0.378
C (2.05221, 3.71714, 1.07450)  -0.047
C (1.21656, 4.20971, -1.25439)  -0.048
C (-1.40107, 2.63663, 0.64349)  -0.237
O (-1.17210, 1.34859, 0.23402)  -0.281
H (-5.62449, 1.52500, 0.14147)  0.051
H (-4.39394, 2.37899, -0.81857)  0.097
H (-5.32525, 3.24833, 0.40042)  0.088
H (-3.38903, 0.97309, 1.04627)  0.015
H (-5.06037, 2.81666, 2.80642)  0.074
H (-3.75833, 1.79367, 3.41690)  0.053
H (-5.17134, 1.06494, 2.64958)  0.082
H (-3.90018, 4.49988, 1.98873)  0.110
H (-2.17866, 6.25715, 1.87072)  0.103
H (0.04870, 5.69414, 0.94827)  0.112
H (1.04482, 2.37461, -0.20824)  0.082
H (2.05427, 4.77068, 1.36005)  0.074
H (3.03568, 3.47164, 0.66714)  0.084
H (1.89458, 3.11914, 1.97489)  0.069
H (1.27995, 5.28105, -1.05088)  0.076
H (0.41300, 4.03781, -1.97200)  0.083
H (2.15173, 3.88506, -1.71402)  0.078

Forces on atoms 1 to 3 (eV/Å):
Ti -0.72 -1.61 0.90
C -0.06 -0.01 0.00
C 0.02 0.02 0.05


[2]
Molecular formula: C49H41N11O2P2S4Se2Tl
Method: DFT, the ωB97M-V functional and the def2-TZVPD basis

## Properties
**HOMO energy**: -8.41 eV
**Largest force on an atom**: 0.48 eV/A
**Total charge**: +1

Last column: Löwdin charge in e.
Positions of all 112 atoms, in Å:
Tl (0.69640, -0.86530, -1.83753)  0.719
Se (-4.10144, 5.08068, -1.41983)  0.312
P (-3.18728, 4.22472, 0.24885)  0.486
C (-4.34472, 3.83880, 1.59131)  -0.349
C (-4.57053, 2.53488, 2.02283)  -0.086
C (-5.53974, 2.27708, 2.98391)  -0.082
C (-6.28239, 3.31681, 3.52136)  -0.075
C (-6.07252, 4.61914, 3.08358)  -0.066
C (-5.11944, 4.87865, 2.11165)  -0.107
C (-1.89109, 5.31385, 0.89493)  -0.361
C (-0.82108, 5.57756, 0.03769)  -0.106
C (0.13718, 6.51542, 0.38647)  -0.075
C (0.02928, 7.20562, 1.58727)  -0.072
C (-1.03961, 6.95752, 2.43702)  -0.069
C (-2.00126, 6.01658, 2.09081)  -0.100
C (-2.39930, 2.60541, -0.12772)  -0.350
C (-1.35662, 1.73667, 0.31775)  -0.346
N (-1.34309, 0.68185, -0.50234)  0.006
N (-2.28908, 0.91783, -1.37369)  -0.177
N (-2.97161, 2.01631, -1.18275)  0.094
P (-0.27483, 1.54704, 1.78139)  0.597
Se (0.72505, -0.31868, 1.74655)  0.275
C (-1.34927, 1.74183, 3.22435)  -0.348
C (-1.89227, 0.60398, 3.81668)  -0.105
C (-2.74180, 0.72868, 4.90547)  -0.072
C (-3.03849, 1.98540, 5.41864)  -0.072
C (-2.48923, 3.11898, 4.83875)  -0.060
C (-1.64778, 2.99821, 3.74202)  -0.096
C (0.94076, 2.87444, 1.74497)  -0.363
C (1.41906, 3.47705, 2.90444)  -0.074
C (2.49683, 4.34948, 2.82999)  -0.065
C (3.10654, 4.60268, 1.60957)  -0.073
C (2.63837, 3.98857, 0.45358)  -0.075
C (1.55701, 3.12693, 0.51969)  -0.097
H (-3.99383, 1.71561, 1.61370)  0.096
H (-5.71396, 1.25870, 3.31045)  0.107
H (-7.03733, 3.11251, 4.27120)  0.107
H (-6.66783, 5.43006, 3.48449)  0.109
H (-4.99966, 5.88333, 1.72307)  0.106
H (-0.76070, 5.06398, -0.91530)  0.108
H (0.96145, 6.72149, -0.28581)  0.110
H (0.77535, 7.94365, 1.85747)  0.108
H (-1.13109, 7.50189, 3.36924)  0.108
H (-2.83522, 5.83542, 2.75493)  0.092
H (-1.63522, -0.37211, 3.42292)  0.063
H (-3.16389, -0.15726, 5.36432)  0.107
H (-3.69630, 2.08070, 6.27385)  0.112
H (-2.71646, 4.10114, 5.23778)  0.115
H (-1.21885, 3.88115, 3.29375)  0.082
H (0.97165, 3.25445, 3.86399)  0.108
H (2.86524, 4.82551, 3.73053)  0.110
H (3.94880, 5.28218, 1.55825)  0.108
H (3.11625, 4.18363, -0.49893)  0.111
H (1.19394, 2.63706, -0.37810)  0.106
N (-0.62684, -2.26485, -6.05962)  0.185
C (0.56211, -2.91981, -6.33944)  -0.185
C (0.95770, -3.75397, -7.37903)  -0.017
C (2.23951, -4.27301, -7.30692)  -0.087
C (3.09409, -3.96618, -6.23652)  -0.085
C (2.68867, -3.13894, -5.20617)  -0.019
C (1.39699, -2.61866, -5.25854)  -0.227
N (0.72223, -1.79628, -4.36396)  0.074
C (-0.47068, -1.61215, -4.87334)  -0.296
C (-1.54792, -0.86565, -4.21976)  -0.421
C (-2.48069, -0.18196, -4.89740)  -0.392
S (-3.58504, 0.62727, -3.80126)  0.943
C (-2.70367, -0.14296, -2.37209)  -0.532
N (-1.58603, -0.88687, -2.83725)  -0.126
H (-1.47012, -2.26636, -6.60644)  0.163
H (0.29933, -3.98839, -8.20714)  0.111
H (2.59085, -4.92929, -8.09240)  0.103
H (4.09392, -4.38348, -6.22338)  0.105
H (3.34987, -2.90524, -4.37897)  0.105
H (-2.52147, 0.00594, -5.96112)  0.069
H (-3.42240, -0.74243, -1.80887)  0.103
N (7.13740, -0.48948, 1.38917)  0.138
C (6.36581, -1.49491, 0.89788)  -0.291
C (5.92137, -2.52890, 1.74194)  -0.009
C (5.12171, -3.53258, 1.25254)  -0.063
C (4.75441, -3.51898, -0.09345)  -0.346
C (5.18951, -2.50377, -0.95214)  -0.038
C (5.98611, -1.50232, -0.45826)  -0.005
S (3.70486, -4.72169, -0.72696)  0.630
O (3.57883, -5.81003, 0.21233)  -0.306
O (3.97324, -4.98930, -2.10261)  -0.286
N (2.19095, -3.91172, -0.76042)  -0.472
C (1.17861, -4.29440, -1.67981)  -0.716
S (1.20951, -5.73084, -2.63871)  1.109
C (-0.34496, -5.33033, -3.24064)  -0.357
C (-0.77945, -4.18245, -2.67412)  -0.234
N (0.08783, -3.60359, -1.77242)  -0.028
H (7.51533, -0.55275, 2.31662)  0.107
H (7.57164, 0.16238, 0.76215)  0.107
H (6.21291, -2.52960, 2.78566)  0.120
H (4.78982, -4.33754, 1.89592)  0.118
H (4.90302, -2.51811, -1.99707)  0.120
H (6.32863, -0.70915, -1.11295)  0.121
H (-0.81821, -5.92959, -4.00476)  0.079
H (-1.71164, -3.67274, -2.88539)  0.112
C (-1.55908, -3.58542, 1.04442)  0.024
N (-0.65144, -4.71917, 1.30940)  -0.063
C (-1.04967, -6.00234, 1.61255)  -0.001
C (0.06359, -6.77428, 1.65536)  -0.007
N (1.11947, -5.93876, 1.40842)  0.125
C (0.67676, -4.69904, 1.19459)  -0.493
S (1.65378, -3.32314, 0.74719)  0.958
H (-2.42304, -3.67552, 1.69632)  0.104
H (-1.86804, -3.61249, 0.00209)  0.091
H (-1.05731, -2.64016, 1.23148)  0.032
H (-2.08477, -6.25625, 1.76686)  0.140
H (0.18418, -7.82707, 1.84741)  0.138
H (2.10359, -6.16845, 1.29956)  0.127

Forces on atoms 1 to 3 (eV/Å):
Tl 0.04 0.15 -0.02
Se -0.02 0.02 0.00
P -0.07 -0.05 0.16


Result set for energy: -6063.32083; -9895.31238 Ha, one per record in the order listed.
Result set for energy relative to the best compared isomer or geometry (same formula, charge and spin): 503.6; 248.5 kJ/mol, one per record in the order listed.
Result set for HOMO-LUMO gap: 5.112; 5.648 eV, one per record in the order listed.